{"formula": "C3H6N2O", "method": "ωB97M-V/def2-TZVPD", "species": ["O", "N", "N", "C", "C", "C", "H", "H", "H", "H", "H", "H"], "xyz": [[1.9244, 0.3519, -0.9583], [-1.0088, -0.2643, -1.5340], [1.3763, -0.9057, 0.9925], [-0.4894, 0.0823, -0.4300], [-1.3095, 0.3924, 0.7753], [1.2370, -0.2977, -0.0777], [-0.3151, -0.3957, -2.2753], [-1.0267, 1.3645, 1.1839], [0.7572, 0.7526, -0.9912], [2.3395, -1.1144, 1.2470], [-2.3678, 0.3858, 0.5202], [-1.1171, -0.3518, 1.5478]], "forces_ev_per_angstrom": [[-1.97, 1.18, -1.06], [0.11, 0.99, -0.37], [0.26, -0.58, -0.09], [0.83, -1.88, 1.06], [-0.04, 0.01, 0.04], [-2.74, 0.43, 1.41], [0.06, -0.46, 0.17], [-0.03, -0.01, 0.01], [3.33, 0.13, -1.06], [0.07, 0.11, -0.04], [0.03, 0.07, -0.05], [0.07, 0.02, -0.03]], "mulliken_charge": [-0.551, -0.626, -0.558, 0.564, -1.138, 0.474, 0.275, 0.278, 0.369, 0.255, 0.362, 0.297], "orbital_gap_ev": 9.71, "mol_weight_g_mol": 86.09, "de_lowest_ev": 4.340, "total_charge": 0}



{"formula": "C20H24AsN3OTc", "method": "ωB97M-V/def2-TZVPD", "species": ["Tc", "As", "O", "N", "N", "N", "C", "C", "C", "C", "C", "C", "C", "C", "C", "C", "C", "C", "C", "C", "C", "C", "C", "C", "C", "C", "H", "H", "H", "H", "H", "H", "H", "H", "H", "H", "H", "H", "H", "H", "H", "H", "H", "H", "H", "H", "H", "H", "H", "H"], "xyz": [[-0.3085, -0.5127, -0.7746], [0.9237, 2.9508, -0.2437], [0.2887, 1.3619, -0.7589], [1.6258, -1.2235, -0.4491], [-2.3774, -0.6455, -0.4304], [-0.3775, -1.0691, 1.1251], [4.0528, -2.4000, 0.1597], [2.6306, 2.6170, 0.6269], [3.1400, -2.1156, 1.1793], [-0.4644, -1.7039, 3.8015], [-3.3067, -0.6644, -1.3963], [2.4833, -1.5001, -1.4386], [-1.5753, -1.0659, 1.7663], [-1.6365, -1.3795, 3.1241], [-2.8557, -0.5410, -2.8057], [-4.0541, -0.8998, 1.2582], [-0.3611, 3.7059, 1.0068], [0.7636, -1.4479, 1.7516], [-4.6651, -0.8015, -1.0594], [2.1177, -1.1557, -2.8313], [-2.7157, -0.8282, 0.8742], [1.9050, -1.5690, 0.8367], [0.7430, -1.7725, 3.1079], [1.1604, 4.0267, -1.8453], [3.7114, -2.1239, -1.1488], [-5.0372, -0.8696, 0.2685], [-4.3375, -0.9996, 2.2947], [-0.5500, 3.0211, 1.8356], [3.0319, 3.5954, 0.9145], [2.9190, -0.5837, -3.3083], [1.7309, 4.9110, -1.5322], [2.0307, -2.0655, -3.4368], [-0.4936, -1.9355, 4.8597], [1.1808, -0.5834, -2.9026], [-5.4074, -0.8336, -1.8463], [-2.2901, 0.3844, -2.9621], [2.5004, 2.0203, 1.5309], [-2.2365, -1.3964, -3.1054], [5.0086, -2.8532, 0.3959], [1.6431, -2.0787, 3.6207], [0.1984, 4.3522, -2.2493], [-6.0862, -0.9194, 0.5415], [-1.2939, 3.9659, 0.5026], [3.3910, -2.3537, 2.2013], [0.0876, 4.6215, 1.4082], [-2.5801, -1.3859, 3.6512], [-3.7071, -0.5280, -3.4865], [3.3391, 2.1481, -0.0585], [1.7334, 3.4941, -2.6077], [4.3764, -2.3721, -1.9655]], "forces_ev_per_angstrom": [[1.50, 3.70, 0.52], [0.23, 0.09, 0.28], [-1.02, -1.97, -0.33], [-1.08, -0.70, -0.78], [0.82, -0.77, -0.75], [0.23, 0.11, 0.73], [0.05, 0.01, -0.19], [-0.28, 0.21, -0.13], [-0.33, 0.16, -0.07], [0.05, -0.04, -0.03], [0.38, 0.00, -0.18], [0.08, -0.07, -0.02], [-0.36, 0.24, -1.35], [0.17, -0.21, 0.90], [-0.12, -0.02, -0.31], [0.02, 0.02, 0.09], [0.23, -0.04, -0.22], [-0.07, 0.24, -1.65], [-0.42, 0.09, 0.39], [0.00, 0.03, -0.43], [0.55, -0.17, 0.96], [0.06, -0.17, 0.99], [-0.45, -0.10, 0.91], [-0.08, -0.08, 0.24], [0.12, 0.05, 0.27], [-0.26, 0.01, -0.15], [-0.01, -0.03, 0.11], [0.13, -0.03, -0.15], [-0.08, -0.07, -0.04], [-0.07, 0.08, 0.07], [-0.09, -0.14, 0.04], [-0.10, 0.03, 0.08], [-0.02, -0.02, -0.02], [0.27, -0.12, -0.10], [-0.02, 0.03, -0.03], [-0.04, -0.04, 0.01], [-0.10, 0.03, -0.11], [-0.03, 0.05, 0.09], [-0.02, -0.01, 0.00], [0.08, -0.01, 0.04], [0.06, -0.14, 0.15], [0.05, -0.06, 0.00], [0.15, -0.08, -0.08], [-0.04, -0.04, 0.11], [0.01, -0.08, -0.09], [-0.05, 0.02, 0.03], [0.06, 0.06, 0.02], [-0.18, 0.03, -0.03], [-0.07, -0.09, 0.21], [0.07, 0.02, -0.02]], "mulliken_charge": [1.140, 0.618, -0.780, 0.197, -0.102, 0.094, -0.645, -1.013, -0.609, -1.000, 1.051, 0.808, 0.442, -0.548, -1.405, -0.560, -1.000, 0.628, -0.719, -1.321, 0.913, 0.527, -0.575, -0.999, -0.641, -0.671, 0.492, 0.337, 0.452, 0.436, 0.434, 0.406, 0.508, 0.218, 0.475, 0.347, 0.342, 0.345, 0.513, 0.486, 0.383, 0.508, 0.380, 0.486, 0.431, 0.479, 0.439, 0.365, 0.373, 0.532], "orbital_gap_ev": [6.96, 4.11], "mol_weight_g_mol": 495.35, "de_lowest_ev": 0.813, "total_charge": 4, "spin_multiplicity": 2}



{"formula": "C12H16F2N2S2", "method": "ωB97M-V/def2-TZVPD", "species": ["S", "S", "F", "F", "N", "N", "C", "C", "C", "C", "C", "C", "C", "C", "C", "C", "C", "C", "H", "H", "H", "H", "H", "H", "H", "H", "H", "H", "H", "H", "H", "H", "H", "H"], "xyz": [[3.6749, 0.3293, 2.1738], [-4.0854, -2.3115, 0.1033], [-4.5595, -1.9460, 2.7638], [-4.7357, -0.3171, 1.3926], [1.4879, -0.9307, 1.7734], [2.1276, 0.5663, -0.0114], [2.9218, 1.3767, -0.8407], [-1.4879, -2.9146, 1.3239], [-2.4803, -1.9561, 0.3965], [-5.0295, -1.7381, 1.5335], [2.0559, 2.4782, -1.1018], [2.3088, 0.2488, 1.2632], [0.0791, -1.1946, 1.3506], [1.5011, 2.3206, -2.5947], [-0.2570, -2.5089, 1.8713], [0.5673, 1.2902, -2.6874], [-0.6568, -0.3841, 0.6194], [-1.9592, -0.6866, 0.3989], [1.2098, 3.2115, -2.8776], [1.3144, 0.0017, -0.4782], [0.2617, 1.1608, -3.8355], [1.8662, -1.6116, 2.6485], [-1.9971, -3.8117, 1.6841], [-2.6952, 0.1288, -0.3230], [0.2731, -3.0045, 2.3886], [-0.3421, 0.8619, 0.5558], [2.8401, 3.6189, -1.1830], [3.5991, 1.8626, -0.0136], [3.5649, 0.8301, -1.2917], [-5.9594, -1.6826, 1.4929], [2.4267, 2.2484, -3.2603], [1.0875, 0.2608, -2.5349], [1.2746, 2.7930, -0.5489], [-0.1975, 1.4100, -2.1514]], "forces_ev_per_angstrom": [[0.73, 1.55, 0.30], [-2.35, -2.41, -0.97], [-0.07, -1.33, 0.22], [-0.60, -0.10, 0.41], [-1.57, 0.41, 0.06], [-4.12, -4.16, 0.44], [-1.14, 4.22, 9.53], [-1.78, 1.50, -0.25], [5.14, -1.11, 5.09], [10.03, 3.90, 0.00], [3.83, 5.65, -8.20], [0.52, -5.26, 1.48], [6.53, -2.83, 3.88], [6.24, 0.11, 2.09], [-11.00, 7.65, -10.38], [4.18, -5.95, -7.88], [0.56, 6.41, 0.10], [-4.65, 1.62, -5.49], [-2.38, 4.59, -1.36], [2.06, 1.60, 1.11], [0.13, 0.30, 2.37], [-1.04, 3.35, -3.41], [0.35, -0.09, -0.43], [2.34, -2.20, 2.71], [7.01, -6.55, 6.98], [-0.79, -4.05, 0.01], [-2.41, -3.25, 0.21], [-0.44, -1.14, -1.28], [3.75, -3.01, -4.81], [-8.50, -1.00, -0.59], [-1.05, -0.66, 0.77], [-1.07, 1.44, 0.18], [-2.11, 0.16, 2.78], [-6.31, 0.64, 4.34]], "mulliken_charge": [-0.408, -0.199, -0.202, -0.309, -0.278, -0.169, -0.960, -0.493, 0.024, 0.153, -0.632, 0.264, 0.961, -0.651, -1.284, -1.149, -0.055, -0.396, 0.549, 0.056, 0.318, 0.320, 0.314, 0.162, 0.788, 0.232, 0.235, 0.319, 0.719, 0.344, 0.295, 0.245, 0.428, 0.461], "orbital_gap_ev": 8.21, "mol_weight_g_mol": 290.40, "de_lowest_ev": 11.334, "total_charge": 0}



{"formula": "C31H28N6OS2Tc", "method": "ωB97M-V/def2-TZVPD", "species": ["Tc", "S", "S", "O", "N", "N", "N", "N", "N", "N", "C", "C", "C", "C", "C", "C", "C", "C", "C", "C", "C", "C", "C", "C", "C", "C", "C", "C", "C", "C", "C", "C", "C", "C", "C", "C", "C", "C", "C", "C", "C", "H", "H", "H", "H", "H", "H", "H", "H", "H", "H", "H", "H", "H", "H", "H", "H", "H", "H", "H", "H", "H", "H", "H", "H", "H", "H", "H", "H"], "xyz": [[-0.1174, 0.2801, -0.7871], [-3.2722, -2.2797, -2.3949], [-2.4782, 0.8656, -1.1281], [-0.2353, 0.1921, 1.2562], [0.3349, 2.3652, -0.4540], [-0.2284, -1.8519, -0.6621], [2.0457, 0.3202, -0.8385], [0.2376, 0.3218, -2.8625], [-5.4449, 1.0444, 0.8999], [-6.2645, -2.6422, -0.2695], [-0.6803, 0.0337, -3.8195], [-0.1133, 4.6862, -0.1022], [-5.3447, -2.0988, -0.7174], [0.6426, -4.0538, -0.9019], [2.4065, 1.2740, 0.2577], [0.9092, 0.4578, -5.5413], [-3.8402, -0.1507, -0.7787], [2.4664, 0.9258, -2.1506], [-1.5207, -3.7337, 0.0676], [-1.3415, -2.3853, -0.1054], [1.5474, 2.5186, 0.1469], [-0.7364, 0.5389, 2.3605], [2.6681, -1.0280, -0.6264], [1.9579, 3.7310, 0.6456], [0.8307, -0.9974, 3.5027], [1.3907, -1.5086, 4.6575], [-0.3706, 0.0928, -5.1595], [-0.1631, -0.0109, 3.5787], [-0.4731, 3.4460, -0.5824], [-0.0285, -0.0632, 5.9833], [-0.5201, -4.5892, -0.3648], [0.9611, -1.0352, 5.8988], [1.8598, 0.7219, -4.5627], [-4.1553, -1.4429, -1.2688], [0.7846, -2.6849, -1.0259], [1.4971, 0.6416, -3.2466], [1.1116, 4.8296, 0.5312], [-0.5929, 0.4477, 4.8280], [-4.7583, 0.4814, 0.1509], [-1.8838, 1.4862, 2.3893], [2.0887, -2.1144, -1.5284], [3.4590, 0.5782, -2.4155], [-0.7935, 5.5257, -0.2244], [2.2209, 0.7800, 1.2093], [3.4640, 1.5308, 0.2192], [-2.7322, 1.0331, 2.9124], [1.1335, -1.3735, 2.5334], [1.9768, -1.7542, -2.5495], [-1.6030, 2.3876, 2.9486], [1.1739, 0.5327, -6.5926], [3.7430, -0.9528, -0.7856], [2.9331, 3.8196, 1.1192], [-1.4210, 3.2918, -1.0826], [2.5069, -1.2967, 0.4155], [1.4002, -1.4363, 6.8103], [-0.6338, -5.6647, -0.2722], [-2.1012, -1.6785, 0.2062], [-0.3605, 0.2947, 6.9523], [2.8087, -2.9235, -1.5789], [-2.1854, 1.7585, 1.3850], [-1.3676, 1.2084, 4.9040], [-1.1387, -0.1445, -5.8907], [1.4558, -4.7025, -1.2197], [-2.4367, -4.1014, 0.5187], [2.1544, -2.2763, 4.6030], [-1.6587, -0.2489, -3.4763], [2.8822, 0.9849, -4.8247], [1.4151, 5.7935, 0.9292], [2.5278, 2.0027, -2.0292]], "forces_ev_per_angstrom": [[-0.64, 0.22, -0.27], [0.06, 0.08, -0.27], [0.15, -0.27, -0.16], [0.07, -0.05, 0.63], [0.01, 0.44, 0.19], [0.07, -0.28, 0.12], [0.16, -0.07, 0.03], [-0.06, -0.05, -0.45], [0.76, -0.61, -0.72], [0.96, 0.53, -0.44], [0.51, 0.15, 0.37], [-0.04, 0.26, 0.03], [-0.33, -0.05, 0.23], [0.04, -0.28, -0.02], [-0.27, -0.09, -0.26], [0.12, 0.05, -0.20], [-0.44, -0.05, 0.57], [-0.13, -0.21, 0.48], [-0.07, -0.37, 0.10], [0.46, 0.46, -0.11], [-0.49, -0.37, -0.32], [0.12, -0.11, -0.58], [-0.10, 0.38, -0.05], [0.16, 0.32, 0.13], [0.04, -0.07, 0.09], [-0.04, 0.05, 0.01], [-0.15, -0.04, -0.24], [-0.03, 0.07, -0.03], [0.41, -0.60, -0.02], [-0.01, 0.02, 0.10], [0.03, -0.14, 0.00], [0.09, -0.09, 0.07], [0.22, 0.04, -0.56], [-0.56, 0.15, 0.30], [-0.41, 0.34, 0.08], [-0.56, -0.25, 0.45], [0.09, 0.11, 0.08], [-0.15, 0.13, 0.10], [-0.28, 0.23, 0.26], [0.02, 0.10, 0.23], [-0.32, 0.25, 0.11], [0.24, -0.10, -0.03], [0.17, -0.17, 0.03], [-0.04, -0.08, 0.08], [0.13, 0.05, -0.05], [0.07, 0.06, -0.03], [0.00, 0.01, 0.01], [0.00, 0.05, -0.14], [-0.07, -0.14, -0.06], [-0.04, -0.05, 0.16], [0.14, 0.07, -0.02], [-0.19, 0.01, -0.09], [0.04, -0.08, 0.06], [-0.03, 0.03, 0.11], [-0.09, 0.08, -0.19], [0.02, 0.12, 0.00], [0.23, -0.08, -0.01], [0.05, -0.05, -0.12], [0.10, -0.12, 0.02], [-0.02, 0.01, -0.08], [0.18, -0.18, -0.01], [0.17, 0.06, 0.13], [-0.18, 0.12, 0.08], [0.13, 0.02, -0.08], [-0.08, 0.07, 0.01], [-0.16, -0.04, 0.14], [-0.20, -0.05, 0.01], [-0.03, -0.13, -0.07], [0.03, 0.18, 0.08]], "mulliken_charge": [-0.286, -0.102, -0.119, -0.214, 1.176, 1.495, 0.547, 0.946, -0.429, -0.347, -0.049, -0.944, -0.199, -0.945, -1.250, -0.388, 0.224, -1.021, -1.055, -1.372, 0.857, 0.745, -0.772, -0.897, -0.049, -0.868, -1.064, 0.869, -0.552, -0.922, -0.588, -0.415, -1.133, 0.962, 0.614, 0.564, -0.520, -0.576, -0.461, -1.224, -1.216, 0.499, 0.500, 0.422, 0.646, 0.472, 0.270, 0.335, 0.449, 0.450, 0.473, 0.531, 0.536, 0.361, 0.418, 0.451, 1.028, 0.429, 0.647, -0.024, 0.409, 0.498, 0.530, 0.549, 0.438, 0.154, 0.523, 0.471, 0.515], "orbital_gap_ev": [7.43, 6.49], "mol_weight_g_mol": 662.74, "de_lowest_ev": 0.317, "total_charge": 2, "spin_multiplicity": 4}